Computed, not measured: an isolated molecule of C4H6O2 in a non-equilibrium geometry, with wB97M-V/def2-TZVPD.

```
12
Properties=species:S:1:pos:R:3:forces:R:3
C 0.748035 -0.387705 0.358303 0.29 2.51 0.55
C 0.182810 1.041426 -0.079607 3.02 2.49 0.06
C -1.258551 0.460215 -0.135853 -0.63 0.87 0.46
C -0.650075 -0.911127 0.039737 -0.08 -4.53 1.07
H 1.634568 -1.684750 -0.698463 1.14 1.47 0.85
H 0.938406 -0.229579 1.442268 -0.59 -0.72 -0.32
H 0.737764 1.478832 -1.094699 -1.90 -1.29 2.50
H 0.467240 1.834252 0.806207 -1.12 -1.76 -2.39
H -1.995788 0.817226 0.665300 1.13 -0.70 -1.05
H -1.747376 0.558202 -1.105761 -0.07 0.04 0.03
O 1.950188 -0.869800 -0.185350 -1.76 -2.18 -1.40
O -1.007218 -2.107197 -0.012086 0.57 3.79 -0.36
```
Forces are in eV/Å.

E_HOMO, eV: -10.0796
Relative energy (zero: lowest compared OMol25 entry of this formula, charge and spin), kcal per mole: 56.2
Gap between HOMO and LUMO, eV: 10.40
Total charge: 0

Computed, not measured: a cluster of 8 separate species, C16H41BrN2O7S in total in a non-equilibrium geometry, with wB97M-V/def2-TZVPD.

```
68
Properties=species:S:1:pos:R:3:forces:R:3
C 5.741764 -1.461511 0.270370 0.32 0.54 -0.34
C 5.539901 -0.790300 -1.079146 -0.59 -0.61 0.57
S 4.264255 0.490948 -1.044534 0.25 0.23 -0.22
C 2.825481 -0.562055 -0.760617 0.20 0.09 -0.07
C 1.516565 0.238436 -0.813865 0.27 -0.59 0.61
C 1.703387 1.605375 -0.371253 0.44 2.61 0.00
N 1.899083 2.730087 -0.154747 -0.40 -1.79 -0.12
C 0.413421 -0.453354 0.030474 0.08 0.20 -1.08
Br -1.218405 0.574643 -0.246593 -0.22 0.09 -0.04
C 0.785834 -0.327014 1.410908 0.80 0.45 3.00
N 1.173750 -0.178470 2.499174 -0.83 -0.43 -1.87
C 0.275143 -1.916074 -0.381279 -0.45 -0.14 0.54
C -1.044210 -2.583324 -0.031431 0.60 -0.31 -0.33
H 4.819606 -1.833768 0.676758 -0.36 -0.25 0.25
H 6.169476 -0.748030 0.957934 0.04 0.19 0.40
H 6.438305 -2.273022 0.146913 0.21 -0.44 0.02
H 6.474758 -0.376186 -1.407072 0.24 0.51 -0.26
H 5.266854 -1.552018 -1.792465 -0.14 -0.14 -0.47
H 2.925036 -1.072150 0.183466 0.01 -0.02 0.50
H 2.771022 -1.326027 -1.520389 0.09 -0.27 -0.34
H 1.179113 0.245535 -1.832980 -0.31 0.21 -0.54
H 1.041892 -2.450795 0.158299 0.47 -0.21 0.12
H 0.523600 -2.036841 -1.419707 -0.14 0.24 -0.65
H -1.042386 -2.871960 1.005996 -0.30 0.10 0.51
H -1.914492 -2.012137 -0.290566 -0.31 0.28 0.04
H -1.101369 -3.496595 -0.599099 -0.10 -0.45 -0.17
C -4.170566 -4.769276 0.862678 -0.01 0.02 -0.26
O -3.865137 -3.923611 -0.244304 -0.02 -0.05 0.21
H -3.847892 -4.258858 1.765941 0.02 0.05 0.00
H -5.245193 -4.956881 0.927288 0.01 -0.03 0.08
H -3.640298 -5.722220 0.785382 -0.02 -0.02 0.08
H -4.151084 -4.373520 -1.041529 -0.03 0.01 -0.12
C -3.159680 2.680418 -3.018279 -0.32 -0.19 0.00
O -3.948291 1.492990 -3.114701 0.29 -0.01 -0.03
H -2.133435 2.422656 -3.272567 0.00 -0.06 0.02
H -3.525312 3.441162 -3.708026 0.14 0.04 0.09
H -3.186108 3.070035 -1.995100 0.11 0.10 -0.04
H -4.851987 1.726342 -2.886935 -0.23 -0.06 0.13
C -7.237250 0.436110 -1.102666 0.03 -0.03 -0.23
O -6.991624 1.321749 -2.195055 0.10 0.06 0.11
H -6.960974 0.954745 -0.189415 0.02 0.05 -0.01
H -8.294958 0.166901 -1.052379 0.01 -0.02 0.07
H -6.633552 -0.469951 -1.192403 -0.01 -0.01 0.08
H -7.236290 0.864637 -3.002478 -0.03 -0.01 -0.10
C -3.552019 6.566728 -4.310452 -0.25 -0.09 0.04
O -4.368769 5.401888 -4.413621 0.13 0.22 -0.08
H -2.536123 6.281524 -4.569142 0.01 -0.05 -0.01
H -3.889726 7.342894 -5.001704 0.08 0.04 0.01
H -3.561228 6.961118 -3.291277 0.07 0.05 -0.02
H -5.264987 5.655418 -4.184459 -0.12 -0.04 0.01
C 8.984574 -2.751853 -1.428679 -0.13 0.01 -0.24
O 7.684362 -2.771626 -2.018073 0.20 -0.04 0.15
H 8.861712 -2.846361 -0.353001 -0.05 0.00 0.02
H 9.590148 -3.586198 -1.789909 0.06 0.01 0.06
H 9.497209 -1.811053 -1.644860 0.06 -0.02 0.06
H 7.797091 -2.688755 -2.967203 -0.05 -0.01 -0.10
C 1.432550 -0.575186 6.126437 -0.13 0.00 -0.34
O 0.188521 -0.538159 5.431800 0.02 0.14 0.31
H 1.224969 -0.708667 7.185343 -0.06 -0.01 0.01
H 2.042791 -1.410340 5.773757 0.10 0.04 0.09
H 1.981689 0.360552 5.984276 0.11 -0.06 0.07
H 0.388109 -0.419733 4.497384 0.06 0.02 -0.16
C -0.986745 2.833150 4.914623 0.18 -0.24 0.18
O -0.449875 2.592926 6.208850 -0.01 0.19 -0.03
H -1.474812 3.804531 4.929181 0.00 0.02 0.03
H -0.190133 2.844117 4.165045 -0.11 0.04 -0.12
H -1.722126 2.065240 4.658133 -0.02 0.06 -0.12
H -0.024958 1.731018 6.177583 -0.10 -0.20 0.01
```
Forces are in eV/Å.

E_HOMO, eV: -8.7791
Gap between HOMO and LUMO, eV: 9.18
Total charge: 0

Computed, not measured: a cluster of 2 separate species, CH6Cl2Si2 in total in a non-equilibrium geometry, with wB97M-V/def2-TZVPD.

```
11
Properties=species:S:1:pos:R:3:forces:R:3
C -0.240722 0.526052 -1.811367 0.79 -0.43 -1.32
Si 0.489312 1.086766 -0.186411 -1.70 -1.27 2.16
Si -0.054993 -1.234230 1.905680 -1.01 1.79 -4.36
Cl 0.785538 -2.923135 1.090881 -0.01 -0.10 0.24
Cl -2.111207 -1.504717 2.022547 0.49 -0.09 0.39
H 0.290412 -0.363953 -2.299193 -0.59 1.41 0.61
H -1.281787 0.183474 -1.636769 0.54 0.49 -0.06
H -0.215691 1.443052 -2.491156 -0.20 -1.38 0.60
H 1.861491 1.199244 0.261932 0.75 0.00 -0.57
H -0.151408 2.423690 0.115135 0.15 -0.58 0.07
H 0.629053 -0.836241 3.028722 0.77 0.18 2.24
```
Forces are in eV/Å.

E_HOMO, eV: -8.0049
Relative energy (zero: lowest compared OMol25 entry of this formula, charge and spin), kcal per mole: 39.4
Gap between HOMO and LUMO, eV: 8.12
Total charge: 0

Computed, not measured: a cluster of 2 separate species, C8H6N3O4 in total in a non-equilibrium geometry, with wB97M-V/def2-TZVPD.

```
21
Properties=species:S:1:pos:R:3:forces:R:3
C 2.117916 -1.346951 0.856564 -1.09 -0.32 -0.46
C 1.281608 -2.319731 0.317254 1.63 1.45 1.38
C 1.863423 -0.140043 0.132340 0.24 -0.36 -0.54
C 0.938655 -0.491869 -0.788644 -0.24 0.51 -0.46
C -3.058719 -0.822311 -0.271770 0.01 -3.39 -2.60
C -3.006921 0.228786 0.684178 -1.95 2.18 2.01
C 2.699443 1.106000 0.166838 -0.88 -0.16 -0.84
C -0.812293 2.085581 -0.373284 -2.17 -0.99 2.56
N 0.539810 -1.773142 -0.667381 0.20 1.02 -0.10
N -2.284142 0.344713 -0.504762 0.51 0.16 0.54
N -1.378381 0.983362 -1.150580 -0.19 0.33 -0.50
O 3.557779 1.084083 1.017317 2.23 0.11 2.29
O -3.299601 -1.888515 -0.832456 0.28 2.31 1.51
O -3.474248 0.902328 1.591628 1.12 -1.29 -1.06
O 2.485616 1.983536 -0.685692 -0.87 0.73 -0.88
H 2.805985 -1.388073 1.685814 -0.05 -0.21 -0.02
H 1.054086 -3.260103 0.655776 -0.26 -2.20 0.68
H -1.229566 3.046195 -0.686144 -0.02 -0.09 -0.14
H -1.100854 1.900324 0.773898 0.97 0.70 -2.37
H 0.227585 2.043264 -0.563300 1.46 0.26 0.01
H 0.072817 -2.277441 -1.357588 -0.95 -0.75 -0.99
```
Forces are in eV/Å.

Spin multiplicity: 3
E_HOMO (spin up / spin down), eV: -4.5260 / -4.4998
Relative energy (zero: lowest compared OMol25 entry of this formula, charge and spin), kcal per mole: 0.0
Gap between HOMO and LUMO (spin up / spin down), eV: 7.37 / 4.96
Total charge: -1

Computed, not measured: an isolated molecule of F2H2NOP in a non-equilibrium geometry, with wB97M-V/def2-TZVPD.

```
7
Properties=species:S:1:pos:R:3:forces:R:3
N 0.154788 -1.489517 0.466213 0.89 -2.41 0.12
O -1.214774 1.194699 0.397871 -0.53 1.13 1.45
F 1.520520 0.594292 1.018435 1.60 0.37 1.25
F 0.952224 0.650381 -1.301371 1.08 -0.79 -0.16
P 0.477103 -0.022160 0.103652 -1.49 3.07 -1.75
H 0.005895 -1.793446 -0.503160 -0.68 -1.03 -0.07
H -1.895753 0.865753 -0.181640 -0.89 -0.35 -0.84
```
Forces are in eV/Å.

Spin multiplicity: 3
E_HOMO (spin up / spin down), eV: -6.7106 / -11.0344
Relative energy (zero: lowest compared OMol25 entry of this formula, charge and spin), kcal per mole: 54.1
Gap between HOMO and LUMO (spin up / spin down), eV: 7.82 / 7.15
Total charge: 0

Computed, not measured: a structure of composition C4H8N2O2 in a non-equilibrium geometry, with wB97M-V/def2-TZVPD.

```
16
Properties=species:S:1:pos:R:3:forces:R:3
C -2.342810 -0.126607 -0.235982 1.46 -1.90 -1.56
C -0.082574 -0.187719 0.503256 -3.30 2.71 1.61
C 1.865163 -0.888334 -0.369132 3.77 0.34 -1.15
C 1.374054 0.329147 0.314276 -2.31 0.70 -1.43
H -2.813604 0.134810 -1.192882 -0.59 0.78 0.97
H -2.859438 0.014835 0.791917 0.98 0.22 -1.98
H -2.210868 -1.314699 -0.486279 0.01 2.93 1.26
H -0.729270 -0.158201 1.503533 2.18 0.50 -1.23
H 2.949258 -1.023435 -0.726551 -1.84 0.30 0.49
H 1.793235 0.307453 1.243100 1.54 0.28 2.68
H 1.414450 2.404185 0.357850 0.28 -0.98 -0.49
H 0.171599 1.629989 -0.697731 4.64 0.61 0.62
N 1.133373 -1.891557 -0.405856 -1.65 -0.46 -0.03
N 1.463286 1.645236 -0.357446 -4.89 -0.37 -0.43
O -0.963175 0.580103 -0.391272 -2.05 -2.08 1.38
O -0.162683 -1.455205 0.149193 1.77 -3.59 -0.70
```
Forces are in eV/Å.

E_HOMO, eV: -9.8800
Relative energy (zero: lowest compared OMol25 entry of this formula, charge and spin), kcal per mole: 150.1
Gap between HOMO and LUMO, eV: 10.70
Total charge: 0

Computed, not measured: a cluster of 2 separate species, C11H15N in total in a non-equilibrium geometry, with wB97M-V/def2-TZVPD.

```
27
Properties=species:S:1:pos:R:3:forces:R:3
C 0.647363 -2.903081 0.477757 -0.81 0.46 -0.88
C 0.295177 -1.846212 1.530770 0.65 -0.51 0.02
H 0.168436 -2.609271 -0.464724 -0.05 0.05 0.07
H 1.696872 -2.972092 0.199762 0.15 -0.22 0.47
H 0.181125 -3.864603 0.693232 0.54 -0.19 0.25
H -0.665426 -2.113874 1.968129 -0.18 0.46 -0.08
H 1.013667 -1.826814 2.350930 0.06 -0.10 0.06
H 0.308446 -0.857363 1.076158 -0.29 -0.10 0.25
C -0.345141 2.238279 2.050000 -0.03 0.49 0.24
C -0.413866 0.992731 -0.282032 0.41 -0.07 1.06
C 0.206820 1.844605 0.721580 -0.29 0.32 -0.22
C 0.604539 0.616189 -1.170454 -0.36 0.80 -0.81
C 1.411350 2.195001 0.215544 1.21 -1.13 -0.36
C -1.718979 0.560170 -0.466559 -0.25 -0.66 -0.82
C -1.952728 -0.288381 -1.542398 -0.05 0.20 0.36
C -0.941440 -0.642566 -2.441806 -0.43 0.06 0.03
C 0.345536 -0.160450 -2.296176 0.00 -0.18 0.11
N 1.742995 1.354422 -0.862131 -0.66 0.09 -0.23
H -2.584623 0.910653 0.079235 0.28 -0.01 0.48
H -2.952528 -0.672930 -1.699827 -0.01 0.08 -0.10
H -1.272185 -1.239317 -3.281670 0.46 -0.11 -0.13
H 0.234735 1.910357 2.915153 0.20 -0.35 -0.27
H -1.369420 1.936226 2.250375 -0.11 -0.11 -0.35
H 2.250489 2.797900 0.533788 -0.43 0.23 0.55
H 2.291066 1.694868 -1.637340 0.21 -0.07 0.17
H 1.122397 -0.366414 -3.019098 0.02 -0.07 -0.07
H -0.304679 3.311966 2.101803 -0.24 0.66 0.21
```
Forces are in eV/Å.

E_HOMO, eV: -7.9658
Relative energy (zero: lowest compared OMol25 entry of this formula, charge and spin), kcal per mole: 15.9
Gap between HOMO and LUMO, eV: 8.93
Total charge: 0

Computed, not measured: a structure of composition C34H40N4Pt in a non-equilibrium geometry, with wB97M-V/def2-TZVPD.

```
79
Properties=species:S:1:pos:R:3:forces:R:3
Pt 0.779919 -0.585936 0.021162 1.52 -0.96 -0.08
N 0.188834 4.412845 -0.917487 -0.55 4.68 2.32
N 2.792569 -0.331618 -2.388213 -5.24 5.00 0.97
C -1.120569 -1.317075 0.327194 -1.54 1.08 0.96
C -1.876102 -0.445379 -0.585805 0.42 -0.02 1.26
C -2.059063 0.798002 0.035418 -1.64 -0.14 -0.14
C -2.717068 1.952043 -0.562552 -3.56 -3.13 1.73
H -3.196743 1.774135 -1.514117 -0.09 0.13 -0.23
H -1.694180 2.790717 -0.949583 -0.96 2.87 -0.71
H -3.277043 2.585177 0.122925 0.16 0.27 -0.10
C -1.539092 0.771435 1.355721 -0.39 -0.30 -0.49
C -1.667030 1.929236 2.269984 -0.07 0.26 0.48
H -2.733513 2.113099 2.495800 0.19 0.02 0.07
H -1.283643 2.858862 1.821214 0.03 -0.20 -0.05
H -1.141009 1.773947 3.221821 -0.10 0.01 -0.13
C -0.969673 -0.499231 1.595613 0.11 -1.11 -1.94
C -0.850420 -1.121267 2.945557 0.07 0.04 0.36
H -0.374260 -0.438147 3.665478 0.04 -0.19 -0.07
H -0.290824 -2.066519 2.935293 -0.03 0.26 -0.02
H -1.861788 -1.338255 3.341875 0.24 -0.02 -0.01
C -2.347071 -0.816691 -1.931430 -0.18 -0.19 -0.64
H -3.450855 -0.860511 -1.958639 0.19 -0.01 -0.09
H -1.964996 -1.803552 -2.233143 -0.09 0.26 0.06
H -2.031075 -0.085281 -2.690665 -0.03 -0.15 0.08
C -1.331808 -2.801696 0.347561 0.17 -0.20 -0.20
H -0.710834 -3.281086 1.114924 -0.10 0.01 -0.21
H -1.029446 -3.202340 -0.625185 -0.01 -0.24 0.12
H -2.385110 -3.086676 0.514083 0.08 0.09 0.09
C 0.851214 5.304938 -0.206023 1.08 -0.62 -1.33
H 0.240033 6.119617 0.225013 0.74 0.15 -0.51
C 2.259335 5.186423 -0.137832 -0.40 1.24 1.79
H 2.779162 6.023314 0.293945 0.49 0.16 0.34
C 2.927643 4.058606 -0.596194 -1.18 -1.73 -1.52
H 4.040619 4.009527 -0.579863 -0.96 0.00 -0.23
C 2.131651 2.990613 -1.124067 -0.51 0.64 1.00
H 2.557101 2.108963 -1.618630 -0.18 0.12 0.54
C 0.641530 3.159726 -0.970437 -3.22 -0.20 -1.64
C -0.716206 2.475166 -0.975841 12.09 -0.78 -1.14
H -0.318891 1.693136 -1.535552 -1.58 -3.14 -0.90
C 1.975539 -1.087979 -1.607779 3.81 -0.55 0.19
C 2.448438 -0.664347 -3.694637 2.83 -2.22 0.39
H 2.237504 0.123454 -4.469808 1.08 -1.21 0.55
C 2.496793 -2.064411 -3.636138 -0.62 1.65 -1.13
H 2.846286 -2.702843 -4.458813 -0.67 -0.19 0.86
N 2.246155 -2.359584 -2.263600 -0.28 0.11 -0.74
C 2.003008 -3.616301 -1.755182 -1.44 -0.41 -0.34
C 1.073328 -4.374466 -2.499164 0.55 -0.24 0.62
C 0.761314 -5.640031 -2.042650 0.09 -1.09 0.97
H 0.026589 -6.281561 -2.585196 0.66 0.52 0.43
C 1.315684 -6.105447 -0.822070 -0.06 0.12 0.00
C 1.053966 -7.521042 -0.339348 -0.07 -0.17 0.10
H 0.917585 -7.528145 0.772049 0.05 -0.14 -0.88
H 1.930056 -8.172933 -0.588633 -0.72 0.34 0.23
H 0.143835 -7.940540 -0.830937 0.65 0.19 0.43
C 2.136879 -5.266811 -0.033307 -0.59 -0.90 -0.32
H 2.487579 -5.611823 0.960082 -0.19 0.17 -0.70
C 2.491654 -4.015840 -0.493853 -0.13 0.50 -1.13
C 3.362955 -3.089633 0.273556 0.32 0.26 0.85
H 4.235552 -2.729949 -0.279355 -0.22 -0.03 -0.19
H 3.723039 -3.600903 1.161734 0.20 -0.21 0.24
H 2.813122 -2.204626 0.625551 0.02 -0.18 -0.33
C 0.342583 -3.778330 -3.655547 -0.53 -0.38 -0.66
H 0.959225 -3.372106 -4.462229 -0.25 -0.15 0.47
H -0.328719 -2.984532 -3.319019 0.18 0.13 0.02
H -0.274789 -4.551898 -4.104159 -0.31 -0.23 -0.03
C 3.930394 2.852771 4.651644 0.32 0.25 0.38
C 3.108400 2.154917 3.606019 -0.08 -0.36 -0.12
C 2.275861 2.708278 2.633226 0.06 -0.02 0.47
C 1.668553 1.826105 1.740644 -0.06 -0.36 -0.67
N 1.856725 0.489807 1.679852 1.08 0.91 1.54
C 2.592290 -0.036868 2.685980 0.19 0.68 -0.03
C 3.229836 0.761141 3.641743 -0.38 -0.41 -0.46
H 3.898774 3.951043 4.643131 -0.11 -0.33 -0.13
H 3.629127 2.491772 5.652585 0.05 0.29 -0.33
H 4.978754 2.526229 4.526162 -0.31 0.32 0.05
H 2.068837 3.792202 2.527709 0.27 -0.82 0.08
H 0.997253 2.184643 0.969201 -0.09 0.16 0.09
H 2.693733 -1.118395 2.728488 -0.04 0.09 -0.23
H 3.852966 0.319942 4.429333 -0.29 -0.05 -0.37
```
Forces are in eV/Å.

Spin multiplicity: 3
E_HOMO (spin up / spin down), eV: 0.6841 / 0.8532
Gap between HOMO and LUMO (spin up / spin down), eV: 3.67 / 3.50
Total charge: -2

no.,energy (a.u.)
1,-306.4167
2,-4242.4626
3,-1541.0765
4,-773.4971
5,-672.1443
6,-417.0168
7,-482.8899
8,-1657.4346